{
  "formula": "C16H40N4O8",
  "method": "wB97M-V/def2-TZVPD",
  "elements": ["C", "N", "O", "O", "H", "H", "H", "C", "N", "O", "O", "H", "H", "H", "C", "N", "O", "O", "H", "H", "H", "C", "N", "O", "O", "H", "H", "H", "C", "C", "C", "C", "C", "C", "H", "H", "H", "H", "H", "H", "H", "H", "H", "H", "H", "H", "H", "H", "C", "C", "C", "C", "C", "C", "H", "H", "H", "H", "H", "H", "H", "H", "H", "H", "H", "H", "H", "H"],
  "xyz": [[-1.606, 1.352, 2.175], [-1.589, 1.199, 3.635], [-0.615, 1.657, 4.157], [-2.655, 0.726, 4.146], [-1.423, 2.390, 1.896], [-2.651, 1.235, 1.887], [-0.968, 0.584, 1.739], [-7.546, 3.400, 7.441], [-7.401, 4.662, 6.738], [-8.007, 5.696, 7.118], [-6.725, 4.654, 5.710], [-8.034, 3.482, 8.412], [-6.590, 2.890, 7.555], [-8.281, 2.807, 6.896], [3.019, 4.978, 8.181], [3.308, 6.105, 9.139], [4.468, 6.313, 9.364], [2.396, 6.624, 9.703], [3.466, 5.093, 7.193], [1.933, 5.059, 8.142], [3.500, 4.094, 8.601], [4.851, 5.624, -1.673], [3.734, 5.830, -0.702], [3.787, 6.723, 0.188], [2.739, 5.136, -0.834], [5.303, 6.609, -1.554], [4.471, 5.419, -2.673], [5.520, 4.865, -1.269], [4.248, -0.913, -6.346], [4.291, -0.772, -4.812], [4.942, -2.052, -4.182], [5.201, -1.876, -2.586], [3.879, -1.403, -1.816], [4.125, -1.266, -0.319], [5.289, -0.958, -6.665], [3.852, -0.032, -6.853], [3.615, -1.701, -6.754], [4.825, 0.137, -4.534], [3.292, -0.451, -4.515], [5.904, -2.375, -4.582], [4.147, -2.783, -4.323], [5.607, -2.795, -2.165], [5.945, -1.079, -2.570], [3.289, -0.601, -2.259], [3.184, -2.230, -1.952], [4.251, -0.218, -0.043], [3.322, -1.756, 0.231], [5.028, -1.791, -0.010], [-3.162, -4.068, -5.622], [-2.716, -4.425, -4.202], [-3.867, -4.367, -3.257], [-3.311, -4.781, -1.841], [-4.308, -4.978, -0.671], [-5.421, -4.000, -0.491], [-3.336, -2.993, -5.678], [-4.090, -4.521, -5.970], [-2.344, -4.389, -6.267], [-2.337, -5.446, -4.157], [-1.930, -3.743, -3.877], [-4.604, -5.060, -3.664], [-4.320, -3.377, -3.208], [-2.857, -5.744, -2.073], [-2.478, -4.133, -1.566], [-4.676, -5.997, -0.552], [-3.722, -4.919, 0.246], [-6.218, -4.405, 0.132], [-5.009, -3.073, -0.093], [-5.931, -3.868, -1.445]],
  "mulliken_charge": [-0.73, 0.82, -0.48, -0.51, 0.30, 0.32, 0.27, -0.66, 0.77, -0.49, -0.47, 0.30, 0.28, 0.28, -0.63, 0.87, -0.53, -0.53, 0.25, 0.31, 0.25, -0.64, 0.78, -0.50, -0.49, 0.31, 0.27, 0.27, -1.33, -0.37, -0.60, -0.71, -0.26, -1.17, 0.31, 0.39, 0.34, 0.36, 0.29, 0.35, 0.27, 0.40, 0.31, 0.29, 0.23, 0.29, 0.33, 0.32, -1.28, -0.45, -0.46, -0.69, -0.58, -1.11, 0.31, 0.34, 0.36, 0.36, 0.29, 0.27, 0.38, 0.29, 0.35, 0.37, 0.32, 0.37, 0.26, 0.28],
  "lumo_energy_ev": -0.1,
  "total_charge": 0,
  "e_tot_ev": -39567.608
}



{
  "formula": "C4H3N3O",
  "method": "wB97M-V/def2-TZVPD",
  "elements": ["C", "N", "C", "C", "O", "N", "N", "C", "H", "H", "H"],
  "xyz": [[0.254, 0.190, 1.332], [1.304, -0.332, 0.610], [0.990, -0.436, -0.731], [-0.327, -0.048, -0.851], [-1.207, 0.201, -1.823], [-2.312, 0.785, -1.098], [-2.027, 0.957, 0.108], [-0.815, 0.334, 0.380], [0.381, 0.195, 2.437], [2.225, -0.707, 1.006], [1.535, -1.140, -1.370]],
  "mulliken_charge": [-0.85, 0.02, -0.68, 0.68, -0.21, -0.17, -0.23, 0.50, 0.35, 0.28, 0.32],
  "lumo_energy_ev": 0.6,
  "total_charge": 0,
  "e_tot_ev": -10711.208,
  "de_lowest_kj_mol": 235.7
}



{
  "formula": "C4H6N2O",
  "method": "wB97M-V/def2-TZVPD",
  "elements": ["N", "C", "C", "C", "C", "O", "N", "H", "H", "H", "H", "H", "H"],
  "xyz": [[-2.256, -0.514, 0.138], [-0.923, -0.060, 0.011], [-0.346, 1.149, -0.268], [1.078, 0.967, -0.271], [1.297, -0.354, 0.018], [2.420, -1.106, 0.158], [0.098, -0.977, 0.188], [-2.874, -0.006, -0.485], [-2.601, -0.395, 1.085], [-0.874, 2.078, -0.440], [1.835, 1.721, -0.445], [3.181, -0.533, 0.008], [-0.035, -1.969, 0.304]],
  "mulliken_charge": [-0.55, 0.10, -0.62, -0.48, 0.29, -0.52, -0.05, 0.27, 0.24, 0.38, 0.37, 0.33, 0.22],
  "lumo_energy_ev": 0.9,
  "total_charge": 0,
  "e_tot_ev": -9272.646,
  "de_lowest_kj_mol": 82.5
}



{
  "formula": "C29H45N6",
  "method": "wB97M-V/def2-TZVPD",
  "elements": ["C", "C", "C", "C", "C", "C", "C", "C", "N", "C", "C", "C", "C", "N", "C", "H", "H", "H", "H", "H", "H", "H", "H", "H", "H", "H", "H", "H", "H", "H", "H", "H", "C", "C", "C", "C", "N", "H", "H", "H", "H", "H", "H", "H", "C", "C", "C", "C", "N", "H", "H", "H", "H", "H", "H", "H", "C", "C", "C", "C", "N", "H", "H", "H", "H", "H", "H", "H", "C", "C", "C", "C", "N", "H", "H", "H", "H", "H", "H", "H"],
  "xyz": [[4.755, -2.535, -0.645], [5.675, -2.065, 0.639], [5.576, -2.966, 2.005], [4.603, -4.289, 2.041], [4.401, -5.251, 3.370], [3.107, -4.672, 4.184], [3.397, -3.431, 5.204], [4.931, -3.284, 5.746], [5.009, -1.906, 6.438], [5.341, -1.639, 7.892], [5.273, -0.021, 8.230], [4.842, 0.739, 6.844], [4.712, -0.534, 5.809], [3.770, -4.695, 0.804], [3.827, -3.878, -0.469], [4.796, -1.872, -1.616], [6.372, -1.121, 0.661], [6.191, -2.637, 2.947], [4.095, -6.326, 2.956], [5.371, -5.412, 4.001], [2.348, -4.260, 3.361], [2.480, -5.507, 4.764], [2.973, -2.433, 4.718], [2.714, -3.616, 6.165], [5.115, -4.094, 6.591], [5.770, -3.403, 4.942], [5.614, -2.460, 8.707], [5.440, 0.534, 9.251], [4.640, 1.876, 6.609], [4.417, -0.465, 4.662], [3.140, -5.532, 0.863], [3.159, -4.244, -1.379], [1.056, 0.612, -2.329], [0.911, 1.003, -0.862], [2.254, 1.279, -0.184], [3.118, 0.029, -0.230], [3.835, -1.008, -0.268], [1.619, -0.319, -2.446], [0.071, 0.453, -2.779], [1.567, 1.398, -2.896], [0.384, 0.201, -0.332], [0.285, 1.900, -0.794], [2.096, 1.568, 0.860], [2.779, 2.098, -0.688], [-4.695, 0.342, -0.442], [-4.368, -0.354, -1.760], [-2.871, -0.357, -2.075], [-2.367, 1.073, -2.187], [-1.949, 2.259, -2.281], [-4.416, 1.400, -0.464], [-5.771, 0.295, -0.245], [-4.173, -0.136, 0.394], [-4.918, 0.142, -2.569], [-4.726, -1.388, -1.714], [-2.687, -0.878, -3.020], [-2.313, -0.875, -1.287], [-4.587, 5.300, -3.100], [-5.850, 5.741, -2.366], [-5.636, 5.906, -0.860], [-5.207, 4.579, -0.254], [-4.851, 3.479, 0.248], [-4.245, 4.318, -2.761], [-4.780, 5.224, -4.175], [-3.775, 6.020, -2.949], [-6.643, 5.006, -2.551], [-6.190, 6.694, -2.785], [-6.565, 6.236, -0.382], [-4.866, 6.659, -0.661], [-3.674, 2.040, -5.377], [-3.943, 0.984, -6.444], [-5.389, 0.997, -6.943], [-6.333, 0.713, -5.786], [-7.117, 0.478, -4.826], [-4.276, 1.870, -4.479], [-2.623, 2.013, -5.072], [-3.894, 3.045, -5.755], [-3.699, -0.004, -6.035], [-3.270, 1.157, -7.292], [-5.527, 0.233, -7.715], [-5.637, 1.970, -7.380]],
  "mulliken_charge": [-0.08, -0.42, -0.13, 0.18, -0.75, -0.44, -0.37, -0.41, 0.18, -0.26, -0.46, -0.47, -0.10, -0.04, -0.44, 0.37, 0.38, 0.22, 0.31, 0.36, 0.26, 0.33, 0.27, 0.28, 0.22, 0.03, 0.29, 0.28, 0.28, 0.22, 0.34, 0.31, -0.93, -0.33, -0.53, 0.42, -0.45, 0.34, 0.15, 0.30, 0.23, 0.35, 0.35, 0.35, -0.99, -0.35, -0.28, 0.26, -0.63, 0.20, 0.36, 0.30, 0.12, 0.35, 0.40, 0.35, -0.80, -0.49, -0.45, 0.34, -0.59, 0.11, 0.27, 0.33, 0.30, 0.33, 0.29, 0.29, -0.94, -0.49, -0.42, 0.27, -0.50, 0.17, 0.31, 0.37, 0.26, 0.34, 0.31, 0.30],
  "lumo_energy_ev": -4.3,
  "total_charge": 1,
  "e_tot_ev": -39718.102
}



{
  "formula": "C42H50MnN6O4PSeSi",
  "method": "wB97M-V/def2-TZVPD",
  "elements": ["Mn", "C", "C", "C", "C", "C", "O", "C", "N", "C", "C", "C", "C", "C", "C", "P", "C", "C", "C", "C", "C", "C", "C", "C", "C", "C", "C", "C", "H", "H", "H", "H", "H", "H", "H", "H", "H", "H", "H", "H", "H", "H", "H", "H", "H", "H", "H", "H", "H", "H", "H", "H", "C", "C", "C", "C", "C", "C", "N", "N", "Si", "C", "C", "C", "H", "H", "H", "H", "H", "H", "H", "H", "H", "H", "H", "H", "H", "H", "H", "Se", "C", "N", "C", "C", "C", "C", "C", "C", "O", "N", "C", "O", "N", "C", "O", "H", "H", "H", "H", "H", "H", "H", "H", "H", "H", "H"],
  "xyz": [[-0.425, 0.402, -0.015], [-4.111, -0.415, 3.380], [-3.111, -0.312, 2.217], [-3.905, 0.341, 1.068], [-1.851, 0.466, 2.670], [-1.472, 0.097, 4.098], [-0.080, 0.306, 4.173], [0.424, 0.282, 2.892], [-0.567, 0.261, 1.956], [1.816, 0.322, 2.816], [2.540, 0.250, 4.063], [3.890, 0.406, 4.132], [4.654, 0.658, 2.969], [4.002, 0.696, 1.758], [2.621, 0.498, 1.630], [1.947, 0.557, -0.031], [2.981, -0.618, -0.992], [3.006, -0.542, -2.387], [3.782, -1.416, -3.135], [4.549, -2.382, -2.497], [4.523, -2.472, -1.113], [3.738, -1.603, -0.366], [2.559, 2.196, -0.621], [3.569, 2.389, -1.558], [3.999, 3.670, -1.887], [3.437, 4.774, -1.271], [2.446, 4.592, -0.314], [2.004, 3.318, 0.001], [-5.037, -0.883, 3.044], [-4.364, 0.581, 3.759], [-3.732, -1.005, 4.212], [-2.809, -1.318, 1.902], [-3.924, 1.422, 1.176], [-4.932, -0.012, 1.085], [-2.490, 0.409, -0.500], [-2.119, 1.525, 2.623], [-1.685, -0.954, 4.316], [-1.952, 0.724, 4.848], [1.986, 0.075, 4.972], [4.380, 0.342, 5.096], [5.723, 0.816, 3.024], [4.584, 0.879, 0.859], [2.432, 0.224, -2.893], [3.800, -1.333, -4.215], [5.165, -3.059, -3.076], [5.112, -3.228, -0.608], [3.720, -1.683, 0.713], [4.051, 1.542, -2.026], [4.787, 3.797, -2.620], [3.777, 5.771, -1.522], [2.024, 5.451, 0.190], [1.234, 3.184, 0.752], [-0.024, -0.916, -3.478], [-0.146, 0.555, -3.208], [0.076, 1.486, -4.195], [-0.081, 2.843, -3.879], [-0.502, 3.225, -2.635], [-0.791, 2.231, -1.666], [-0.525, 0.927, -1.972], [-1.261, 2.384, -0.405], [-2.106, 3.847, 0.021], [-3.598, 4.021, -1.093], [-1.107, 5.433, -0.079], [-2.681, 3.895, 1.802], [-1.018, -1.350, -3.614], [0.470, -1.426, -2.650], [0.547, -1.099, -4.387], [0.365, 1.168, -5.187], [0.135, 3.596, -4.627], [-0.609, 4.267, -2.381], [-3.312, 4.334, -2.100], [-4.293, 4.768, -0.698], [-4.136, 3.072, -1.181], [-0.740, 5.691, -1.072], [-0.251, 5.402, 0.599], [-1.756, 6.249, 0.253], [-3.538, 3.262, 2.030], [-2.994, 4.927, 1.994], [-1.879, 3.670, 2.507], [-5.668, -1.303, -1.238], [-3.945, -0.858, -1.063], [-3.379, -0.007, -0.240], [1.712, -4.935, -0.926], [0.642, -5.087, 0.154], [-0.580, -4.198, -0.058], [-1.631, -4.379, 1.089], [-2.112, -5.813, 1.283], [-1.271, -4.544, -1.358], [-1.277, -5.620, -1.890], [-2.026, -3.487, -1.895], [-2.019, -2.231, -1.371], [-3.034, -1.531, -1.904], [-1.168, -1.777, -0.534], [-0.221, -2.712, -0.016], [0.776, -2.318, 0.518], [2.556, -5.591, -0.713], [2.089, -3.916, -0.972], [1.322, -5.213, -1.907], [1.056, -4.846, 1.134], [0.298, -6.119, 0.174], [-2.493, -3.732, 0.898], [-1.157, -4.009, 2.001], [-2.486, -6.245, 0.354], [-2.923, -5.828, 2.011], [-1.318, -6.458, 1.658], [-2.682, -3.693, -2.635]],
  "mulliken_spin": [2.89, 0.00, 0.03, 0.02, 0.01, -0.01, 0.03, 0.38, 0.17, 0.00, 0.14, -0.06, 0.22, -0.15, 0.24, -0.02, 0.01, 0.00, 0.00, 0.00, 0.00, 0.03, 0.00, 0.01, 0.00, 0.00, 0.00, 0.00, 0.00, 0.00, 0.00, -0.02, 0.00, 0.00, -0.04, 0.01, 0.00, 0.00, 0.03, 0.00, 0.02, 0.01, 0.00, 0.00, 0.00, 0.00, 0.00, 0.00, 0.00, 0.00, 0.00, -0.01, 0.00, 0.00, 0.00, 0.00, 0.01, -0.03, -0.06, 0.10, 0.01, 0.00, 0.00, 0.00, 0.00, 0.01, 0.00, 0.00, 0.00, 0.00, 0.00, 0.00, 0.00, 0.00, 0.00, 0.00, 0.00, 0.00, 0.00, 0.00, 0.01, -0.01, 0.00, 0.00, 0.00, 0.00, 0.00, 0.00, 0.00, 0.00, 0.04, 0.00, -0.04, 0.06, -0.02, 0.00, 0.00, 0.00, 0.00, 0.00, 0.00, 0.00, 0.00, 0.00, 0.00, 0.00],
  "lumo_energy_ev": [-0.4, -0.4],
  "total_charge": 0,
  "spin_multiplicity": 5,
  "e_tot_ev": -175331.718,
  "de_lowest_kj_mol": 334.9
}